[1]
ORCA calculation (ωB97M-V with the def2-TZVPD basis set) on a structure of composition C43H38InN4O2P2S2Se2 in a non-equilibrium geometry.

Geometry as XYZ:
```
94
Properties=species:S:1:pos:R:3:forces:R:3:lowdin_charge:R:1
In -0.137159 0.237228 -0.072007 0.089 0.008 0.016 0.488
O 0.048522 0.138531 2.150451 0.120 0.022 0.153 -0.634
S 0.509958 -0.578027 3.410047 -0.177 -0.266 -0.231 1.058
C 1.912233 -1.602196 2.870391 0.048 0.141 0.098 -0.305
C 3.200747 -0.853026 2.541100 -0.014 -0.185 -0.139 -0.214
C 4.092434 -1.641890 1.545780 -0.134 0.165 -0.004 -0.200
C 4.382363 -0.891161 0.244459 -0.100 0.064 0.214 -0.304
S 2.950829 -0.715754 -0.834252 -0.296 -0.082 0.058 1.043
O 2.036328 0.275714 -0.075946 0.322 -0.251 -0.267 -0.569
C 3.756400 0.163787 -2.150054 -0.108 0.027 0.020 -0.418
C 4.404311 -0.594545 -3.119096 -0.085 -0.095 -0.024 -0.092
C 5.034103 0.062325 -4.166537 0.004 0.027 0.016 -0.067
C 4.993981 1.451469 -4.233529 0.014 0.022 0.001 -0.049
C 4.334047 2.187404 -3.255215 0.014 0.046 -0.103 -0.042
C 3.705355 1.544359 -2.198837 0.024 0.049 -0.075 -0.064
C 1.309406 0.661305 4.389783 0.040 -0.012 0.021 -0.404
C 1.443454 1.942824 3.887735 0.070 0.111 -0.016 -0.057
C 2.051658 2.902292 4.687656 0.046 0.049 0.091 -0.048
C 2.504416 2.568948 5.959536 -0.025 0.027 -0.035 -0.058
C 2.343375 1.276163 6.451606 0.001 0.042 0.006 -0.063
C 1.728094 0.312165 5.668833 0.039 -0.115 0.014 -0.082
H 1.488084 -2.091208 1.988509 -0.001 -0.068 0.009 0.071
H 2.047562 -2.367235 3.641610 0.000 0.070 -0.076 0.107
H 3.743554 -0.653467 3.462268 0.041 -0.017 0.044 0.120
H 2.952805 0.114456 2.113827 -0.057 0.098 -0.039 0.092
H 3.650102 -2.614413 1.309871 0.006 0.024 0.014 0.115
H 5.055415 -1.855537 2.006159 0.057 -0.025 0.003 0.119
H 5.115831 -1.416087 -0.373525 -0.028 0.039 0.040 0.106
H 4.729995 0.128780 0.420372 0.100 -0.014 0.034 0.117
H 4.402901 -1.682767 -3.069842 -0.005 0.163 -0.002 0.116
H 5.543467 -0.508052 -4.936587 -0.058 0.071 0.098 0.109
H 5.473183 1.963090 -5.062550 -0.072 -0.061 0.113 0.116
H 4.288125 3.268576 -3.325205 0.022 -0.110 0.003 0.119
H 3.158162 2.101323 -1.450517 -0.019 -0.009 0.005 0.118
H 1.065988 2.188306 2.901388 0.021 -0.025 0.069 0.112
H 2.162871 3.915639 4.316814 -0.015 -0.105 0.048 0.117
H 2.969775 3.326376 6.581454 -0.037 -0.084 -0.072 0.113
H 2.682344 1.025250 7.450292 -0.031 0.027 -0.087 0.114
H 1.576359 -0.697319 6.049983 0.015 0.183 -0.057 0.119
Se -1.940209 0.657517 -6.827907 -0.037 0.051 -0.004 0.333
P -0.982011 -1.028612 -6.061227 0.129 -0.064 0.162 0.493
C 0.562460 -1.525253 -6.883427 0.177 0.041 -0.009 -0.350
C 1.808986 -1.606495 -6.266032 -0.020 -0.072 -0.126 -0.081
C 2.919001 -2.019987 -6.999336 -0.025 0.020 0.048 -0.080
C 2.790909 -2.344744 -8.342550 0.031 -0.009 0.022 -0.076
C 1.548143 -2.258347 -8.962314 -0.011 0.000 -0.006 -0.065
C 0.439664 -1.850743 -8.236979 0.075 0.036 0.034 -0.089
C -1.970822 -2.541605 -6.246363 -0.027 -0.106 0.058 -0.381
C -3.296467 -2.448014 -6.660796 -0.084 -0.193 -0.018 -0.141
C -4.049619 -3.602952 -6.844693 0.041 0.065 -0.005 -0.066
C -3.474271 -4.850355 -6.634657 -0.033 -0.012 -0.042 -0.065
C -2.138375 -4.948036 -6.263967 0.086 0.053 0.059 -0.069
C -1.386147 -3.795536 -6.075966 -0.137 -0.081 -0.011 -0.084
C -0.492203 -0.746714 -4.305068 0.326 0.492 0.077 -0.367
C -0.799143 -1.055719 -2.976173 0.327 0.149 0.075 -0.376
N -0.090460 -0.161852 -2.224127 -0.015 -0.050 -0.159 -0.172
N 0.606030 0.643226 -3.012541 -0.371 -0.549 -0.359 0.005
N 0.383466 0.306935 -4.253514 -0.110 -0.132 0.151 0.012
P -1.759856 -2.236277 -2.032834 0.036 -0.009 -0.048 0.736
Se -1.186786 -2.147771 0.083649 0.120 0.265 0.023 0.555
C -3.505792 -1.901286 -2.205626 -0.113 0.023 -0.018 -0.355
C -4.318659 -1.664184 -1.099821 -0.111 0.017 -0.094 -0.094
C -5.663432 -1.379051 -1.297149 -0.014 -0.002 0.018 -0.057
C -6.185170 -1.332228 -2.583157 -0.013 -0.017 0.003 -0.050
C -5.370652 -1.573242 -3.684469 0.020 -0.003 -0.047 -0.044
C -4.028690 -1.856162 -3.499035 -0.034 0.014 0.150 -0.058
C -1.383682 -3.913948 -2.527146 -0.059 -0.054 -0.051 -0.376
C -2.364773 -4.895077 -2.402647 -0.047 0.035 -0.095 -0.065
C -2.029921 -6.226059 -2.612500 -0.039 -0.007 -0.015 -0.059
C -0.723567 -6.569370 -2.933783 0.023 -0.012 -0.020 -0.062
C 0.255497 -5.587143 -3.052225 -0.025 0.087 -0.051 -0.063
C -0.070395 -4.254541 -2.845665 -0.023 -0.165 -0.074 -0.092
H 1.926463 -1.331533 -5.226693 -0.013 0.008 -0.011 0.079
H 3.891362 -2.078472 -6.515838 -0.149 0.006 -0.073 0.094
H 3.660535 -2.661476 -8.910221 -0.106 0.037 0.059 0.108
H 1.446053 -2.504972 -10.014220 0.001 0.030 0.120 0.111
H -0.528349 -1.771380 -8.720657 0.042 -0.003 -0.003 0.110
H -3.721289 -1.466036 -6.837857 0.005 -0.026 -0.001 0.055
H -5.081993 -3.528044 -7.169382 0.086 -0.004 0.027 0.111
H -4.058576 -5.751684 -6.792005 0.051 0.100 0.022 0.110
H -1.674666 -5.920965 -6.142606 -0.038 0.072 0.010 0.107
H -0.332968 -3.868735 -5.842366 0.066 -0.044 0.098 0.105
H -3.909182 -1.697350 -0.099209 -0.014 0.013 -0.022 0.060
H -6.302642 -1.186896 -0.442414 0.061 -0.023 -0.086 0.114
H -7.234752 -1.106204 -2.729368 0.058 0.000 0.008 0.114
H -5.775170 -1.532358 -4.690525 0.031 -0.002 0.110 0.114
H -3.392528 -2.043898 -4.353364 -0.057 0.022 0.080 0.074
H -3.385176 -4.616339 -2.156411 0.094 -0.051 -0.013 0.116
H -2.790198 -6.995239 -2.527234 0.076 0.090 -0.002 0.115
H -0.464542 -7.610282 -3.096217 -0.020 0.095 0.015 0.113
H 1.271546 -5.859964 -3.313217 -0.065 0.011 0.026 0.112
H 0.686287 -3.484150 -2.937496 0.013 0.011 0.007 0.109
N -1.142355 3.334549 0.258107 0.475 -1.333 -0.161 0.035
C -0.783026 2.237848 0.116109 -0.469 1.227 0.197 -0.285
```
Positions in Å, forces in eV/Å.

## Properties
- 2S+1 = 1
- molar mass (g mol⁻¹) = 1041.62
- net charge = +1
- energy relative to the best compared isomer or geometry (same formula, charge and spin) (kcal/mol) = 7.7
- F_max (hartree/bohr) = 0.028



[2]
ORCA calculation (ωB97M-V with the def2-TZVPD basis set) on the molecule C5H8O.

Geometry as XYZ:
```
14
Properties=species:S:1:pos:R:3:forces:R:3:lowdin_charge:R:1
C 2.359992 -0.366984 -0.075319 0.058 -0.044 -0.040 -0.104
C 1.001483 0.245149 0.090063 -0.144 -0.031 -0.088 -0.152
C -0.046092 0.004104 -0.693506 0.140 0.015 0.141 -0.076
C -2.218385 -0.172026 0.621496 -0.205 -0.232 0.032 -0.115
O -1.608050 1.080496 0.894524 0.032 0.159 0.101 -0.049
C -1.410131 0.517082 -0.392006 0.067 -0.048 -0.222 -0.311
H 2.346487 -1.176913 -0.811419 0.013 0.143 0.064 0.071
H 2.704099 -0.782343 0.879145 -0.035 0.048 -0.147 0.073
H 3.107886 0.370948 -0.388552 -0.119 -0.059 0.058 0.073
H 0.854764 0.915971 0.936062 0.015 -0.122 -0.083 0.111
H 0.040083 -0.642808 -1.567920 0.009 0.083 0.129 0.113
H -1.771192 -1.026997 1.129232 -0.074 0.158 -0.045 0.117
H -3.306223 -0.163165 0.566799 0.153 0.043 -0.011 0.109
H -1.936543 1.042457 -1.191858 0.091 -0.113 0.111 0.141
```
Positions in Å, forces in eV/Å.

## Properties
- structure (SMILES) = C/C=C/[C@H]1CO1
- 2S+1 = 1
- molar mass (g mol⁻¹) = 84.12
- net charge = 0
- energy relative to the best compared isomer or geometry (same formula, charge and spin) (kcal/mol) = 44.4
- F_max (hartree/bohr) = 0.006



[3]
ORCA calculation (ωB97M-V with the def2-TZVPD basis set) on a cluster of 2 separate species, C20H41N2O7S in total.

Geometry as XYZ:
```
71
Properties=species:S:1:pos:R:3:forces:R:3:lowdin_charge:R:1
C 0.082115 -3.177869 1.425296 -0.139 0.058 -0.003 -0.080
C 0.165841 -2.159216 2.570534 0.047 -0.100 -0.086 -0.239
C 0.950803 -0.880415 2.227072 -0.050 -0.019 -0.066 -0.193
C 0.132063 0.355988 1.819675 0.166 0.106 -0.023 -0.207
C -1.044508 0.717946 2.745211 0.027 0.082 -0.129 -0.163
C -2.434279 0.558828 2.097531 -0.023 0.009 -0.036 -0.094
C -2.534356 -0.611802 1.138411 -0.064 -0.095 -0.125 -0.252
O -2.737761 -0.126086 -0.227528 0.092 0.160 0.155 -0.151
S -2.855846 -1.400882 -1.152024 -0.077 -0.172 -0.015 0.595
O -1.553753 -1.813884 -1.553387 0.066 0.003 -0.128 -0.230
O -3.885681 -1.202795 -2.100087 0.038 0.053 -0.143 -0.198
O -3.333508 -2.416556 -0.008579 -0.122 -0.017 0.082 -0.141
C -3.613816 -1.695816 1.216441 -0.093 0.011 -0.092 -0.253
N -4.975431 -1.207680 1.093996 0.181 -0.160 0.164 0.051
C -5.877130 -2.356764 0.862364 -0.053 0.214 -0.077 -0.423
C -6.766606 -2.206009 -0.333844 -0.152 -0.003 0.213 0.030
O -5.841092 -3.314997 1.578614 0.048 -0.066 -0.043 0.142
C -5.423775 -0.356389 2.207548 0.013 -0.107 -0.206 -0.439
C -5.513080 -0.972984 3.576973 -0.059 0.089 -0.027 0.023
O -5.693988 0.781989 1.975592 -0.097 0.174 0.012 0.152
H -0.765974 -3.001828 0.759626 0.103 0.027 -0.045 0.047
H -0.030777 -4.189704 1.812007 -0.010 -0.021 0.004 0.078
H 0.982021 -3.153149 0.808393 0.032 -0.056 0.048 0.074
H -0.846814 -1.906594 2.899356 0.060 -0.030 0.133 0.089
H 0.634552 -2.638735 3.430291 0.047 0.021 -0.014 0.108
H 1.593675 -0.604877 3.065630 -0.103 0.013 0.088 0.111
H 1.627799 -1.121197 1.401271 0.086 0.048 0.064 0.089
H -0.219546 0.238604 0.789481 -0.046 0.037 0.029 0.087
H 0.826086 1.203163 1.795522 0.004 -0.006 -0.041 0.099
H -0.980305 0.146856 3.672455 -0.023 -0.087 -0.035 0.114
H -0.956209 1.763788 3.039610 -0.013 -0.013 0.090 0.111
H -2.665821 1.456420 1.522780 -0.089 -0.032 -0.004 0.137
H -3.198954 0.496259 2.868215 0.025 0.034 0.072 0.107
H -1.594060 -1.161288 1.096707 -0.091 -0.013 0.248 0.097
H -3.476733 -2.423206 2.020229 0.180 0.009 -0.005 0.170
H -7.768589 -2.548435 -0.075542 0.018 -0.033 -0.049 0.095
H -6.382296 -2.861443 -1.117502 0.052 0.028 -0.011 0.103
H -6.782916 -1.185809 -0.702776 0.032 0.014 0.015 0.090
H -5.857796 -0.214760 4.274790 0.050 -0.026 0.035 0.096
H -6.201393 -1.816469 3.571902 0.008 -0.046 -0.027 0.090
H -4.542943 -1.363010 3.891355 0.010 -0.010 -0.006 0.090
C 1.966917 -0.043918 -1.480934 -0.068 -0.002 0.088 -0.042
C 2.489471 0.928532 -2.513799 -0.041 -0.062 -0.105 -0.145
N 2.865139 2.297308 -1.975371 -0.052 0.043 0.016 -0.266
C 1.629068 2.932284 -1.406796 0.042 -0.022 0.005 0.016
C 3.282073 3.191698 -3.128033 0.015 0.009 -0.011 -0.151
C 4.542554 2.836261 -3.896493 0.009 0.015 0.006 -0.042
C 3.868970 2.258435 -0.843854 -0.012 0.000 -0.002 -0.069
C 5.200554 1.555544 -1.038559 0.059 -0.014 -0.011 -0.195
O 5.021578 0.182924 -1.272948 -0.113 -0.021 -0.006 -0.197
C 5.968621 -0.430061 -2.140081 0.079 -0.005 0.045 -0.063
H 1.044656 0.302530 -1.018082 -0.028 -0.067 -0.032 0.062
H 1.728785 -0.976108 -1.992791 -0.015 0.005 -0.014 0.107
H 2.700814 -0.272254 -0.712397 0.039 0.006 -0.042 0.074
H 1.722512 1.128629 -3.263693 0.020 0.017 -0.014 0.140
H 3.361828 0.530705 -3.020512 0.033 0.002 0.086 0.108
H 0.867040 2.968687 -2.181222 -0.009 -0.009 0.005 0.121
H 1.874103 3.938924 -1.077545 0.001 0.004 -0.008 0.115
H 1.275969 2.347938 -0.563566 -0.005 -0.001 -0.003 0.090
H 3.363606 4.195311 -2.711230 -0.006 -0.001 0.003 0.135
H 2.424062 3.181197 -3.799114 -0.008 0.012 0.012 0.132
H 5.444273 3.185082 -3.401388 -0.002 -0.017 0.006 0.078
H 4.490893 3.351512 -4.855147 -0.013 -0.009 -0.005 0.098
H 4.637961 1.773088 -4.108485 -0.009 0.003 -0.009 0.077
H 3.348182 1.793647 -0.007977 0.005 -0.005 -0.002 0.133
H 4.059571 3.300843 -0.583721 -0.002 -0.008 0.020 0.147
H 5.727540 1.708656 -0.087917 0.049 0.020 -0.023 0.145
H 5.809817 2.017254 -1.813297 -0.047 0.005 -0.036 0.102
H 6.901083 0.135522 -2.180364 0.014 -0.019 0.018 0.096
H 5.562066 -0.524222 -3.151906 0.005 0.043 -0.006 0.086
H 6.181073 -1.425138 -1.756391 -0.019 0.000 -0.002 0.098
```
Positions in Å, forces in eV/Å.

## Properties
- total energy (eV) = -49545.138
- 2S+1 = 1
- molar mass (g mol⁻¹) = 453.62
- net charge = +1
- F_max (hartree/bohr) = 0.006



[4]
ORCA calculation (ωB97M-V with the def2-TZVPD basis set) on the molecule C4H7N3O in a non-equilibrium geometry.

Geometry as XYZ:
```
15
Properties=species:S:1:pos:R:3:forces:R:3:lowdin_charge:R:1
C -0.404971 -0.239152 -1.482420 0.215 -0.560 3.268 -0.035
C 0.816159 0.047829 -1.018110 0.167 1.693 -0.277 -0.263
C 0.680297 0.333563 0.401347 -1.609 -1.166 -0.603 -0.480
C -1.039788 -0.112380 2.067213 1.053 3.116 -1.443 0.005
N -1.282104 -0.565606 -0.409201 0.514 0.312 -0.014 0.050
N -0.578812 -0.050123 0.682753 -2.132 -0.479 0.269 -0.145
N 1.923485 0.390977 -1.790311 0.564 -0.823 -0.061 0.085
O 1.357603 0.733348 1.298266 3.171 1.279 1.230 0.053
H -0.518268 -0.465611 -2.451380 -1.393 -0.861 -3.289 0.078
H -2.056598 0.233108 2.189483 -0.643 -0.741 -0.298 0.075
H -0.781437 -1.090478 2.407288 0.027 -0.230 1.237 0.087
H -0.500603 0.852309 2.412363 -0.229 -2.304 0.632 0.128
H -2.253634 -0.265276 -0.342075 0.345 0.188 -0.725 0.138
H 1.832704 -0.070328 -2.725551 0.981 0.616 1.377 0.109
H 2.805967 0.267821 -1.239665 -1.031 -0.041 -1.303 0.115
```
Positions in Å, forces in eV/Å.

## Properties
- structure (SMILES) = Cn1[nH]cc(N)c1=O
- 2S+1 = 1
- molar mass (g mol⁻¹) = 113.12
- net charge = 0
- energy relative to the best compared isomer or geometry (same formula, charge and spin) (kcal/mol) = 56.5
- F_max (hartree/bohr) = 0.071



[5]
ORCA calculation (ωB97M-V with the def2-TZVPD basis set) on a cluster of 2 separate species, C5H5ClO in total in a non-equilibrium geometry.

Geometry as XYZ:
```
12
Properties=species:S:1:pos:R:3:forces:R:3:lowdin_charge:R:1
C 0.142417 -0.881545 1.888467 0.650 0.974 -0.336 0.105
C -0.154585 -0.648148 0.738769 -1.048 -0.260 -0.076 -0.206
C 0.450608 -2.304255 -1.463280 -2.230 2.685 -1.489 -0.695
C -0.582861 0.392304 -1.580003 -3.577 -0.780 2.237 -0.058
C -0.802963 -0.673132 -0.549955 3.313 -2.611 1.197 -0.160
O 0.335999 -2.466500 -2.645257 0.369 -0.208 2.172 -0.003
Cl 1.759489 -2.715569 -0.454226 0.677 -0.715 0.268 0.696
H 0.626496 -0.751294 2.828431 -0.174 -0.380 0.151 0.032
H -1.587916 0.782466 -1.729719 0.086 0.154 -0.974 0.095
H 0.004010 1.179426 -1.283231 1.702 1.557 0.894 0.062
H -0.182164 -0.181372 -2.309699 0.891 -0.720 -3.340 0.023
H -1.675376 -1.289185 -0.426765 -0.658 0.304 -0.704 0.110
```
Positions in Å, forces in eV/Å.

## Properties
- 2S+1 = 1
- molar mass (g mol⁻¹) = 116.55
- net charge = 0
- energy relative to the best compared isomer or geometry (same formula, charge and spin) (kcal/mol) = 87.5
- F_max (hartree/bohr) = 0.085



Which value of net charge does entry 1 give? +1